Record 1
Entry from the Open Molecules 2025 dataset: C38H21Br4IrN4O8S3 as an isolated structure (ωB97M-V/def2-TZVPD).

ORCA input file:
```
! wB97M-V def2-TZVPD RIJCOSX def2/J DEFGRID3
* xyz -1 2
Ir -0.006 -0.845 1.719
O -1.578 -1.500 7.642
C -1.231 -1.276 6.354
C -2.023 -1.689 5.287
C -1.577 -1.435 4.015
N -0.412 -0.820 3.757
C 0.320 -0.362 4.783
C -0.063 -0.582 6.092
C 1.552 0.506 4.470
O 2.131 0.989 5.446
O 1.757 0.615 3.245
C -2.446 -1.743 2.823
O -3.534 -2.254 2.946
O -1.939 -1.329 1.689
H -2.403 -1.997 7.669
H -2.979 -2.182 5.410
H 0.564 -0.183 6.876
Br 4.177 -6.000 3.622
C 3.515 -4.386 2.901
C 4.382 -3.367 2.530
Br 6.249 -3.563 2.735
C 3.869 -2.174 2.002
Br 4.964 -0.748 1.440
C 2.504 -2.006 1.859
O 1.946 -0.929 1.307
C 1.623 -3.041 2.228
O 0.331 -2.816 2.024
C 2.132 -4.220 2.744
Br 0.881 -5.551 3.209
O -0.511 1.086 1.703
C -0.545 2.104 0.742
C -0.329 3.405 1.522
C 0.417 3.539 2.652
C 0.490 4.889 3.095
C -0.197 5.746 2.292
S -0.947 4.920 0.990
C 0.627 1.976 -0.236
C 1.886 1.664 0.177
C 2.841 1.681 -0.877
C 2.299 2.029 -2.073
S 0.615 2.319 -1.930
C -1.933 2.183 0.110
C -2.407 2.740 -1.043
C -3.826 2.676 -1.148
C -4.397 2.099 -0.057
S -3.229 1.636 1.102
H 0.900 2.696 3.126
H 1.028 5.201 3.980
H -0.317 6.812 2.401
H 2.118 1.427 1.209
H 3.883 1.432 -0.739
H 2.783 2.114 -3.033
H -1.784 3.203 -1.793
H -4.387 3.049 -1.995
H -5.445 1.913 0.120
N -1.243 -0.114 -5.185
C -1.058 -0.248 -6.544
C -1.591 0.422 -7.640
C -1.172 0.003 -8.887
C -0.253 -1.049 -9.037
C 0.274 -1.706 -7.944
C -0.133 -1.295 -6.676
N 0.242 -1.765 -5.428
C -0.432 -1.040 -4.581
C -0.357 -1.135 -3.119
C 0.807 -1.570 -2.503
C 0.901 -1.519 -1.128
N -0.101 -1.064 -0.363
C -1.256 -0.728 -0.948
C -1.418 -0.746 -2.317
H -1.739 0.618 -4.707
H -2.301 1.232 -7.525
H -1.560 0.495 -9.769
H 0.046 -1.344 -10.034
H 0.984 -2.515 -8.054
H 1.647 -1.908 -3.093
H 1.808 -1.792 -0.617
H -2.061 -0.440 -0.294
H -2.371 -0.438 -2.726
*
```

## Properties
E_LUMO (alpha / beta)   1.4 / 0.7 eV
Energy above the lowest of the compared OMol25 structures with the same formula, charge and spin   0.971 eV
Frontier orbital gap (alpha / beta)   0.24827 / 0.21920 hartree

Listed below, in e, are the Mulliken charges computed for each atom:
1 Ir 2.93
2 O -0.56
3 C 1.10
4 C -0.43
5 C 0.00
6 N 0.44
7 C 0.28
8 C -0.83
9 C 0.00
10 O -0.89
11 O -0.30
12 C 0.12
13 O -0.74
14 O -1.01
15 H 0.30
16 H 0.46
17 H 0.59
18 Br -0.20
19 C 0.33
20 C 0.39
21 Br -0.21
22 C -0.20
23 Br -0.16
24 C -0.88
25 O 0.09
26 C 0.69
27 O -0.89
28 C 0.00
29 Br -0.16
30 O -1.27
31 C 2.75
32 C -0.42
33 C -0.44
34 C -0.87
35 C -0.52
36 S -0.11
37 C -0.42
38 C -0.38
39 C -1.05
40 C -0.58
41 S -0.14
42 C -0.56
43 C -0.47
44 C -0.82
45 C -0.64
46 S -0.08
47 H 0.43
48 H 0.44
49 H 0.46
50 H 0.75
51 H 0.39
52 H 0.49
53 H 0.70
54 H 0.43
55 H 0.48
56 N 0.09
57 C 0.70
58 C -1.05
59 C -0.38
60 C -0.48
61 C -0.70
62 C 0.53
63 N -0.75
64 C -0.16
65 C 1.11
66 C -1.08
67 C -0.26
68 N 0.31
69 C -0.25
70 C -1.25
71 H 0.19
72 H 0.38
73 H 0.38
74 H 0.37
75 H 0.43
76 H 0.49
77 H 0.43
78 H 0.53
79 H 0.61

---

Record 2
Entry from the Open Molecules 2025 dataset: AsF6H30O15 as an isolated structure (ωB97M-V/def2-TZVPD).

ORCA input file:
```
! wB97M-V def2-TZVPD RIJCOSX def2/J DEFGRID3
* xyz -1 1
As 15.251 -8.491 -1.992
F 14.604 -10.229 -1.866
F 16.276 -8.969 -3.384
F 15.748 -6.815 -2.057
F 14.224 -8.147 -0.549
F 16.582 -8.831 -0.793
F 13.981 -8.162 -3.223
O 19.963 -12.334 1.821
H 19.878 -12.607 0.907
H 19.068 -12.137 2.096
O 13.075 -13.649 0.951
H 13.341 -13.113 0.204
H 13.898 -13.938 1.345
O 11.552 -5.200 3.557
H 11.369 -4.262 3.600
H 11.381 -5.436 2.645
O 20.902 -7.949 -0.903
H 21.447 -8.356 -1.576
H 20.072 -8.424 -0.947
O 9.875 -5.496 -7.918
H 10.199 -5.424 -8.815
H 10.479 -6.105 -7.492
O 15.990 -2.193 -5.084
H 15.065 -2.437 -5.055
H 16.319 -2.397 -4.208
O 10.801 -11.509 -3.327
H 10.247 -10.808 -2.985
H 11.610 -11.445 -2.819
O 11.749 -10.087 3.103
H 12.118 -9.306 2.691
H 12.283 -10.808 2.772
O 18.452 -5.649 -7.421
H 17.939 -6.043 -8.127
H 17.814 -5.472 -6.730
O 20.250 -12.841 -2.661
H 20.144 -13.519 -3.328
H 20.396 -12.036 -3.158
O 11.259 -4.554 -1.206
H 10.540 -4.040 -1.574
H 11.481 -5.182 -1.892
O 13.606 -10.221 -8.759
H 14.536 -10.432 -8.837
H 13.452 -10.164 -7.816
O 16.348 -3.809 1.651
H 15.918 -4.461 1.097
H 15.740 -3.672 2.377
O 17.496 -11.606 -7.725
H 17.789 -12.499 -7.547
H 17.709 -11.120 -6.928
O 20.175 -4.900 2.052
H 19.289 -4.538 2.057
H 20.112 -5.682 1.503
*
```

## Properties
E_LUMO   1.7 eV
Energy above the lowest of the compared OMol25 structures with the same formula, charge and spin   3.517 eV
Frontier orbital gap   0.39970 hartree

Listed below, in e, are the Mulliken charges computed for each atom:
1 As 2.06
2 F -0.54
3 F -0.51
4 F -0.47
5 F -0.51
6 F -0.52
7 F -0.51
8 O -0.64
9 H 0.32
10 H 0.32
11 O -0.65
12 H 0.33
13 H 0.32
14 O -0.64
15 H 0.31
16 H 0.33
17 O -0.62
18 H 0.30
19 H 0.32
20 O -0.65
21 H 0.32
22 H 0.33
23 O -0.64
24 H 0.32
25 H 0.33
26 O -0.65
27 H 0.31
28 H 0.33
29 O -0.65
30 H 0.33
31 H 0.33
32 O -0.64
33 H 0.31
34 H 0.33
35 O -0.61
36 H 0.31
37 H 0.31
38 O -0.64
39 H 0.31
40 H 0.32
41 O -0.66
42 H 0.33
43 H 0.33
44 O -0.64
45 H 0.33
46 H 0.32
47 O -0.63
48 H 0.31
49 H 0.33
50 O -0.66
51 H 0.33
52 H 0.32

---

Record 3
Entry from the Open Molecules 2025 dataset: C52H46ClKN7O as an isolated structure (ωB97M-V/def2-TZVPD).

ORCA input file:
```
! wB97M-V def2-TZVPD RIJCOSX def2/J DEFGRID3
* xyz -1 1
K -0.260 -0.444 0.941
C -4.535 -2.302 1.592
C -3.142 -2.173 1.770
N -2.568 -1.043 2.099
C -3.335 0.063 2.289
C -4.745 0.035 2.148
C -5.322 -1.202 1.779
C -5.513 1.203 2.377
C -4.866 2.356 2.743
C -3.472 2.415 2.887
C -2.656 1.301 2.653
N -1.313 1.319 2.613
C -0.501 2.084 3.352
C -0.736 2.498 4.671
C 0.228 3.194 5.411
C 1.452 3.533 4.887
C 1.741 3.169 3.551
C 2.958 3.507 2.913
C 3.173 3.158 1.612
C 2.165 2.450 0.928
N 1.028 2.109 1.483
C 0.790 2.453 2.779
H -4.960 -3.257 1.311
H -2.482 -3.027 1.629
H -6.398 -1.261 1.649
H -6.591 1.170 2.265
H -5.447 3.256 2.917
H -2.995 3.351 3.153
H -1.684 2.236 5.126
H -0.003 3.471 6.434
H 2.188 4.071 5.471
H 3.710 4.048 3.477
H 4.095 3.412 1.103
H 2.309 2.148 -0.107
Cl 0.312 -8.202 0.016
C 0.351 -6.484 0.384
C 0.916 -6.044 1.591
C 0.968 -4.705 1.875
C 0.453 -3.696 0.986
O 0.633 -2.466 1.212
C -0.181 -4.198 -0.211
C -0.837 -3.354 -1.199
N -1.346 -2.201 -0.992
C -2.133 -1.596 -1.987
C -2.867 -2.301 -2.914
C -3.680 -1.654 -3.869
C -3.790 -0.294 -3.888
C -3.101 0.473 -2.918
C -3.227 1.881 -2.833
C -2.594 2.562 -1.837
C -1.807 1.833 -0.917
N -1.644 0.538 -0.986
C -2.279 -0.164 -1.962
C -0.170 -5.575 -0.495
H 1.326 -6.772 2.281
H 1.426 -4.348 2.790
H -0.918 -3.811 -2.196
H -2.843 -3.383 -2.894
H -4.232 -2.253 -4.582
H -4.420 0.209 -4.611
H -3.848 2.396 -3.558
H -2.694 3.635 -1.733
H -1.299 2.333 -0.093
H -0.613 -5.925 -1.423
C 5.066 -2.798 -5.573
C 4.353 -3.595 -4.479
C 3.297 -4.499 -5.132
C 5.394 -4.467 -3.764
C 3.648 -2.688 -3.472
C 3.143 -3.206 -2.284
C 2.464 -2.374 -1.406
N 2.252 -1.082 -1.640
C 2.731 -0.574 -2.771
C 3.432 -1.334 -3.702
C 2.474 0.879 -3.012
C 3.454 1.682 -3.592
C 3.224 3.039 -3.786
C 1.987 3.523 -3.374
C 1.067 2.652 -2.811
N 1.290 1.353 -2.626
C 4.282 3.981 -4.360
C 5.429 3.219 -5.025
C 3.654 4.911 -5.407
C 4.849 4.824 -3.208
H 5.574 -3.487 -6.251
H 5.815 -2.124 -5.149
H 4.366 -2.208 -6.168
H 3.766 -5.164 -5.864
H 2.542 -3.899 -5.645
H 2.791 -5.111 -4.384
H 5.955 -5.052 -4.497
H 4.930 -5.166 -3.066
H 6.100 -3.848 -3.205
H 3.255 -4.252 -2.027
H 2.075 -2.747 -0.468
H 3.778 -0.862 -4.611
H 4.399 1.234 -3.866
H 1.727 4.569 -3.470
H 0.096 3.016 -2.489
H 5.061 2.556 -5.812
H 5.991 2.621 -4.306
H 6.124 3.930 -5.476
H 3.176 4.334 -6.202
H 4.426 5.541 -5.854
H 2.902 5.570 -4.969
H 5.326 4.185 -2.462
H 4.057 5.388 -2.710
H 5.593 5.532 -3.584
*
```

## Properties
E_LUMO   1.9 eV
Energy above the lowest of the compared OMol25 structures with the same formula, charge and spin   0.887 eV
Frontier orbital gap   0.19558 hartree

Atomic partial charges in e from the Mulliken method, atoms 1 to 99:
1 K 1.26
2 C -0.76
3 C -0.28
4 N -0.47
5 C 0.21
6 C 1.50
7 C -0.75
8 C -1.06
9 C -0.78
10 C -0.34
11 C -0.38
12 N 0.37
13 C -0.17
14 C -0.50
15 C -0.70
16 C -0.96
17 C 1.07
18 C -0.83
19 C -0.89
20 C -0.24
21 N 0.08
22 C -0.10
23 H 0.42
24 H 0.40
25 H 0.37
26 H 0.35
27 H 0.36
28 H 0.49
29 H 0.47
30 H 0.35
31 H 0.34
32 H 0.37
33 H 0.47
34 H 0.51
35 Cl -0.29
36 C 0.09
37 C -0.49
38 C -0.99
39 C 0.06
40 O -0.57
41 C 0.87
42 C -0.83
43 N 0.84
44 C -0.36
45 C -0.43
46 C -0.83
47 C -0.92
48 C 1.06
49 C -0.89
50 C -0.91
51 C -0.81
52 N 1.25
53 C -0.34
54 C -1.04
55 H 0.40
56 H 0.43
57 H 0.45
58 H 0.62
59 H 0.37
60 H 0.39
61 H 0.39
62 H 0.52
63 H 0.39
64 H 0.40
65 C -2.08
66 C 2.21
67 C -1.62
68 C -1.76
69 C 0.58
70 C -0.68
71 C -1.46
72 N -0.22
73 C -0.85
74 C 0.08
75 C -0.12
76 C -0.34
77 C 0.57
78 C -0.92
79 C -0.42
80 N 0.02
81 C 2.22
82 C -2.07
83 C -1.74
84 C -1.68
85 H 0.45
86 H 0.42
87 H 0.37
88 H 0.43
89 H 0.36
90 H 0.36
91 H 0.46
92 H 0.34
93 H 0.38
94 H 0.40
95 H 0.89
96 H 0.65
97 H 0.66
98 H 0.31
99 H 0.22

---

Record 4
Entry from the Open Molecules 2025 dataset: a 3-piece molecular cluster, C14H15N2O7P overall (ωB97M-V/def2-TZVPD).

ORCA input file:
```
! wB97M-V def2-TZVPD RIJCOSX def2/J DEFGRID3
* xyz 0 1
N -1.203 0.893 -6.827
C -0.368 -0.227 -6.364
O -1.113 -1.080 -5.514
C -0.836 -0.890 -4.195
O -1.574 -0.268 -3.549
N 0.335 -1.528 -3.696
P 1.684 -0.479 -3.502
O 2.665 -0.756 -4.571
H -1.538 1.348 -5.976
H -0.585 1.592 -7.236
H 0.512 0.191 -5.843
H 0.030 -0.756 -7.234
H 0.142 -2.082 -2.868
H 1.238 0.868 -3.554
H 2.348 -0.657 -2.290
C 2.479 -1.371 2.369
C 2.319 -0.943 1.120
C 1.066 -1.198 0.377
O 0.920 -0.807 -0.767
C -0.006 -1.945 1.073
C 0.152 -2.374 2.322
C 1.408 -2.118 3.069
O 1.550 -2.506 4.209
H 3.388 -1.193 2.929
H 3.090 -0.393 0.595
H -0.915 -2.120 0.511
H -0.620 -2.922 2.848
C -1.100 2.875 3.302
C -2.025 3.241 4.185
C -2.379 2.371 5.334
O -3.223 2.702 6.138
C -1.661 1.078 5.460
C -0.736 0.713 4.576
C -0.383 1.584 3.428
O 0.462 1.252 2.622
H -0.828 3.495 2.457
H -2.559 4.180 4.110
H -1.932 0.458 6.304
H -0.202 -0.227 4.652
*
```

## Properties
E_LUMO   -2.0 eV
Frontier orbital gap   0.28325 hartree
Structure (SMILES)   NCOC(=O)N[PH2]=O.O=C1C=CC(=O)C=C1.O=C1C=CC(=O)C=C1

Listed below, in e, are the Mulliken charges computed for each atom:
1 N -0.64
2 C -0.11
3 O -0.28
4 C 0.41
5 O -0.44
6 N -0.25
7 P 0.55
8 O -0.67
9 H 0.26
10 H 0.25
11 H 0.14
12 H 0.31
13 H 0.38
14 H 0.13
15 H -0.04
16 C -0.38
17 C -0.31
18 C 0.34
19 O -0.45
20 C -0.37
21 C -0.24
22 C 0.29
23 O -0.58
24 H 0.43
25 H 0.40
26 H 0.46
27 H 0.42
28 C -0.39
29 C -0.39
30 C 0.30
31 O -0.54
32 C -0.48
33 C -0.09
34 C 0.44
35 O -0.45
36 H 0.42
37 H 0.40
38 H 0.44
39 H 0.34

---

Calculated values (eV Å⁻¹) of strongest force on any atom for the records, taken in order: 1.19 2.24 2.09 3.45.